32
Properties=species:S:1:pos:R:3:mulliken_charge:R:1 method="wB97M-V/def2-TZVPD" total_charge=+1 lumo_ev=-3.60 homo_energy_ev=-12.53 homo_lumo_gap_ev=8.93 e_tot_ev=-21919.4637 relative_energy_kcal_mol=0.0
C -3.65058 0.86342 -0.34007 -0.6581
C -3.29065 0.53194 1.10805 -0.7413
C 3.72189 0.13819 -0.05071 -0.5719
C 2.90633 -0.06227 1.22128 -0.5094
C -2.32859 0.64536 -1.06696 -0.6155
C -2.31930 -0.63639 0.96050 -0.6619
C 2.66208 0.02972 -1.15121 -0.5684
C 1.63010 0.70186 0.89374 -0.4871
C -0.67867 -1.11176 -0.75620 -0.0881
N -1.69089 -0.43451 -0.33177 0.2286
N 1.37856 0.39707 -0.52308 -0.2363
P 0.25851 -2.23813 0.28600 -0.1068
H -4.40869 0.17559 -0.71609 0.3061
H -4.02016 1.87825 -0.45720 0.3672
H -2.79932 1.38004 1.58407 0.3123
H -4.16264 0.26757 1.70203 0.3698
H 4.16721 1.13333 -0.05209 0.2869
H 4.51592 -0.59472 -0.17007 0.3524
H 2.68406 -1.12201 1.36730 0.1338
H 3.40014 0.32281 2.10956 0.4022
H -2.44237 0.39260 -2.12196 0.4261
H -1.69480 1.53491 -0.98850 0.2801
H -1.56535 -0.68072 1.75090 0.4215
H -2.85181 -1.59388 0.94555 0.3921
H 2.88789 0.67335 -2.00256 0.3126
H 2.58963 -1.00165 -1.51047 0.2117
H 0.77840 0.37903 1.49945 0.1117
H 1.78493 1.77452 1.05483 0.4216
H -0.34162 -0.91430 -1.76569 0.4336
H 0.95700 1.19216 -0.99280 0.2753
H -0.77324 -3.16920 0.45992 0.1001
H 0.84144 -2.92469 -0.76996 0.0992

***

32
Properties=species:S:1:pos:R:3:mulliken_charge:R:1 method="wB97M-V/def2-TZVPD" total_charge=+1 lumo_ev="-4.14 / -3.46" homo_energy_ev="-12.40 / -12.01" homo_lumo_gap_ev="8.26 / 8.56" e_tot_ev=-21916.4781 relative_energy_kcal_mol=68.8
C -3.87428 -0.58213 0.30091 -0.5849
C -3.45624 0.31328 -0.86524 -0.5350
C 3.05240 -1.42644 -0.23316 -0.6316
C 3.70433 -0.04406 -0.34929 -0.5526
C -2.52836 -0.94331 0.95271 -0.6299
C -2.06190 -0.22901 -1.19372 -0.7099
C 1.81006 -1.13797 0.59448 -0.6636
C 2.53347 0.94542 -0.31364 -0.5381
C 0.32386 0.81654 0.79875 -0.7313
N -1.50289 -0.77451 -0.01778 -0.0150
N 1.30882 0.12881 0.00928 0.2924
P -0.51590 2.21455 0.07779 -0.1399
H -4.55054 -0.08752 0.99210 0.3418
H -4.35627 -1.48743 -0.07159 0.2692
H -4.13534 0.25416 -1.71007 0.3965
H -3.37622 1.35486 -0.54559 0.1720
H 2.77823 -1.81664 -1.21408 0.3185
H 3.71107 -2.14536 0.24907 0.3779
H 4.36673 0.12946 0.49846 0.3156
H 4.29286 0.05641 -1.25742 0.3123
H -2.33511 -0.32136 1.83280 0.2733
H -2.47959 -1.98167 1.30891 0.3399
H -2.11531 -1.05404 -1.92194 0.4649
H -1.39408 0.52734 -1.64213 0.3143
H 1.03211 -1.89745 0.54381 0.2951
H 2.07368 -0.95303 1.63732 0.4427
H 2.66400 1.69399 0.47117 0.3770
H 2.37862 1.46247 -1.26238 0.3491
H 0.30700 0.58807 1.84757 0.4655
H 0.85671 -0.11302 -0.88331 0.4294
H -1.15918 2.59452 1.24683 0.0884
H 0.46029 3.21217 0.20233 0.0959

***

Please write out number 2 again, unchanged.
32
Properties=species:S:1:pos:R:3:mulliken_charge:R:1 method="wB97M-V/def2-TZVPD" total_charge=+1 lumo_ev="-4.14 / -3.46" homo_energy_ev="-12.40 / -12.01" homo_lumo_gap_ev="8.26 / 8.56" e_tot_ev=-21916.4781 relative_energy_kcal_mol=68.8
C -3.87428 -0.58213 0.30091 -0.5849
C -3.45624 0.31328 -0.86524 -0.5350
C 3.05240 -1.42644 -0.23316 -0.6316
C 3.70433 -0.04406 -0.34929 -0.5526
C -2.52836 -0.94331 0.95271 -0.6299
C -2.06190 -0.22901 -1.19372 -0.7099
C 1.81006 -1.13797 0.59448 -0.6636
C 2.53347 0.94542 -0.31364 -0.5381
C 0.32386 0.81654 0.79875 -0.7313
N -1.50289 -0.77451 -0.01778 -0.0150
N 1.30882 0.12881 0.00928 0.2924
P -0.51590 2.21455 0.07779 -0.1399
H -4.55054 -0.08752 0.99210 0.3418
H -4.35627 -1.48743 -0.07159 0.2692
H -4.13534 0.25416 -1.71007 0.3965
H -3.37622 1.35486 -0.54559 0.1720
H 2.77823 -1.81664 -1.21408 0.3185
H 3.71107 -2.14536 0.24907 0.3779
H 4.36673 0.12946 0.49846 0.3156
H 4.29286 0.05641 -1.25742 0.3123
H -2.33511 -0.32136 1.83280 0.2733
H -2.47959 -1.98167 1.30891 0.3399
H -2.11531 -1.05404 -1.92194 0.4649
H -1.39408 0.52734 -1.64213 0.3143
H 1.03211 -1.89745 0.54381 0.2951
H 2.07368 -0.95303 1.63732 0.4427
H 2.66400 1.69399 0.47117 0.3770
H 2.37862 1.46247 -1.26238 0.3491
H 0.30700 0.58807 1.84757 0.4655
H 0.85671 -0.11302 -0.88331 0.4294
H -1.15918 2.59452 1.24683 0.0884
H 0.46029 3.21217 0.20233 0.0959